# 1
The following is a DFT calculation (ωB97M-V/def2-TZVPD) of the ion C2H3O2 with charge +1 in a non-equilibrium geometry.

The geometry in XYZ format:
```
7
Properties=species:S:1:pos:R:3:forces:R:3
C 1.228717 0.141475 0.010736 3.99 1.13 -1.29
C -0.598409 -0.117273 0.108737 -2.19 -0.25 -0.01
O 0.290866 1.001819 0.165557 0.47 1.13 0.19
O 0.558793 -0.948344 -0.041359 0.82 -1.07 -0.04
H 2.486184 0.390037 -0.229578 -4.07 -0.99 1.05
H -1.184020 -0.288367 1.021268 0.51 0.04 -0.11
H -1.238977 -0.107187 -0.786298 0.47 0.02 0.21
```
Positions in Å, forces in eV/Å.

## Properties
Energy relative to the best compared isomer or geometry (same formula, charge and spin): 77.8 kJ/mol
Frontier orbital gap: 14.1 eV
Maximum force: 4.34 eV/A
Calculated total energy: -228.1066 a.u.
Highest occupied orbital energy: -0.734 hartree
E_LUMO: -5.9 eV
Net charge: +1

These are the Löwdin partial charges, in e, on atoms 1 to 2:
1 C -0.05
2 C 0.01

***

# 2
The following is a DFT calculation (ωB97M-V/def2-TZVPD) of a cluster of 2 separate species, C16H24Cl2NO4 in total in a non-equilibrium geometry.

The geometry in XYZ format:
```
47
Properties=species:S:1:pos:R:3:forces:R:3
C 2.143131 4.201415 0.064090 0.10 0.28 -0.11
C 1.323527 5.645702 0.007872 -0.62 -1.28 0.32
C 0.244841 5.668290 -1.261786 -0.79 1.06 1.91
Cl 1.026537 5.396985 -2.917908 -0.76 0.09 1.62
C -0.962432 4.633921 -0.873776 -0.91 -2.57 -1.03
C -1.276771 3.237497 -1.273176 0.28 3.99 1.55
Cl -0.286417 2.193704 -2.441503 -2.13 1.78 2.12
C -2.653647 2.884537 -0.418162 -2.71 -3.99 -1.76
O -3.643246 2.018614 -0.692303 7.17 6.45 2.47
O -2.503871 3.768744 0.785512 -1.78 1.30 -3.01
C -2.107537 5.085532 0.212366 0.30 4.16 0.15
O -2.496297 6.326182 0.515310 2.45 -9.02 -1.61
H 2.041104 3.599702 -0.954375 0.40 1.45 2.14
H 1.722893 3.503792 0.910666 0.83 1.50 -1.63
H 3.268159 4.458590 0.296162 -2.24 -0.82 -0.56
H 2.033591 6.583123 0.006424 -1.52 -1.96 -0.26
H 0.660189 5.661514 1.000159 1.36 0.35 -2.22
H -0.179633 6.784150 -1.275284 0.61 -2.70 -0.13
C -1.776005 -2.108316 1.253926 -0.01 -0.07 0.42
C -0.908495 -1.971805 -0.031312 -1.88 0.54 0.32
C -1.146037 -3.171177 -0.991941 0.35 -0.05 -0.13
C -0.465387 -4.459223 -0.553782 0.01 0.01 0.03
C 1.023408 -4.223369 -0.321629 -0.20 0.22 -0.19
C 1.296020 -3.069387 0.678877 1.07 -1.08 1.35
N 0.538031 -1.808361 0.345084 1.78 0.51 -4.71
O 1.190015 -1.208402 -0.748774 -1.58 -1.17 3.18
C 0.939733 -3.565050 2.107496 -0.26 0.00 0.11
C 2.840816 -2.833221 0.758254 -0.32 0.51 -0.50
C -1.519425 -0.708354 -0.731681 0.84 -0.19 -0.23
H -2.200884 -1.143340 1.561191 0.12 -0.14 -0.29
H -2.615503 -2.797180 1.102095 0.16 0.14 -0.09
H -1.238645 -2.449673 2.133586 0.10 -0.14 -0.14
H -0.777759 -2.919013 -1.996828 0.06 0.17 0.23
H -2.221175 -3.357874 -1.109887 0.13 0.31 0.18
H -0.946363 -4.851289 0.348208 0.06 0.02 0.01
H -0.595372 -5.222687 -1.328271 -0.02 0.06 0.10
H 1.479212 -5.154704 0.039416 0.07 0.32 0.16
H 1.500607 -4.007171 -1.287121 -0.04 0.18 0.17
H 0.974822 -2.741783 2.830898 -0.06 -0.09 -0.17
H 1.654282 -4.322649 2.453751 0.00 0.23 -0.31
H -0.036762 -4.047491 2.168814 0.01 0.15 -0.02
H 3.286435 -2.607125 -0.216219 -0.27 0.12 0.15
H 3.357953 -3.727314 1.128240 -0.43 0.06 -0.01
H 3.076972 -2.011778 1.445983 -0.12 -0.10 -0.16
H -1.350538 0.197098 -0.137786 0.06 -0.22 -0.03
H -2.604441 -0.822979 -0.857322 0.26 -0.21 0.28
H -1.109638 -0.538375 -1.733558 0.08 -0.11 0.30
```
Positions in Å, forces in eV/Å.

## Properties
Multiplicity: 2
Frontier orbital gap (spin up / spin down): 7.5 / 8.1 eV
Maximum force: 9.95 eV/A
Calculated total energy: -1899.8648 a.u.
Highest occupied orbital energy (spin up / spin down): -0.337 / -0.358 hartree
E_LUMO (spin up / spin down): -1.6 / -1.6 eV
Net charge: 0

These are the Löwdin partial charges, in e, on atoms 1 to 2:
1 C -0.14
2 C -0.23

***

# 3
The following is a DFT calculation (ωB97M-V/def2-TZVPD) of a structure of composition C38H27N4O2PTi in a non-equilibrium geometry.

The geometry in XYZ format:
```
73
Properties=species:S:1:pos:R:3:forces:R:3
Ti 0.062453 0.411964 -0.738047 0.08 -0.15 0.71
C -7.336606 0.887236 -0.806487 0.02 -0.02 -0.03
C -6.630844 0.785034 -1.999799 0.06 0.01 0.07
C -5.259836 0.570357 -1.979901 0.00 -0.03 -0.05
C -4.576285 0.449896 -0.768999 -0.02 0.14 0.08
C -5.295016 0.560000 0.419520 -0.04 -0.02 0.03
C -6.668798 0.770468 0.403243 0.06 0.00 -0.02
P -2.779484 0.119057 -0.641424 -0.17 -0.13 -0.21
C -2.159557 0.922258 -2.168102 -0.04 0.14 -0.03
C -1.228561 0.299282 -2.986596 -0.23 -0.29 -0.54
C -0.606001 1.007872 -4.030574 0.02 -0.22 0.23
C -0.947313 2.313651 -4.277184 -0.10 0.22 0.04
C -1.925883 2.938663 -3.483223 0.16 0.03 -0.21
C -2.509983 2.263990 -2.442685 -0.05 -0.17 0.20
C -2.645282 -1.670672 -0.932429 0.11 -0.06 0.07
C -3.662142 -2.417071 -1.464406 -0.09 -0.16 -0.04
C -3.566339 -3.825400 -1.524887 -0.04 0.14 -0.01
C -2.475037 -4.450084 -0.997633 0.06 -0.01 0.00
C -1.416531 -3.708034 -0.416378 -0.01 -0.15 0.05
C -0.313107 -4.360763 0.189415 -0.06 -0.01 -0.05
C 0.678619 -3.625848 0.761610 0.04 0.13 0.02
C 0.646738 -2.208626 0.696148 0.10 -0.05 -0.05
C -0.368821 -1.499231 0.094031 -0.54 -0.55 0.00
C -1.462094 -2.293648 -0.414675 -0.03 0.21 0.11
H -8.406044 1.056330 -0.822686 0.02 -0.01 0.00
H -7.149144 0.870352 -2.946697 0.02 0.00 0.01
H -4.718331 0.488100 -2.915335 0.00 0.01 0.02
H -4.776401 0.470123 1.367885 0.00 0.01 -0.02
H -7.213913 0.846547 1.335487 0.01 0.00 -0.01
H -1.028771 -0.759524 -2.873623 0.07 -0.05 0.03
H 0.145532 0.506733 -4.625003 0.00 0.00 -0.01
H -0.474914 2.854815 -5.087458 -0.03 0.01 0.02
H -2.216973 3.962207 -3.690931 0.01 -0.02 0.00
H -3.251853 2.760054 -1.826117 0.02 -0.01 0.02
H -4.564144 -1.934382 -1.819549 0.00 -0.04 -0.01
H -4.371727 -4.400356 -1.963846 0.00 0.01 0.00
H -2.407048 -5.532911 -1.008974 0.01 0.03 0.01
H -0.278422 -5.444803 0.191798 -0.02 0.02 0.00
H 1.516648 -4.123670 1.236483 -0.01 0.04 0.00
H 1.500273 -1.674569 1.098781 0.02 0.01 0.02
O 3.537305 0.056878 -2.625091 0.16 0.00 -0.05
C 2.652349 0.202388 -1.814563 -0.84 -0.17 -0.27
O 1.381567 -0.177565 -1.996956 0.83 0.47 -0.29
C 2.827716 0.853379 -0.498576 -0.44 0.17 0.46
C 4.012047 1.473149 -0.135259 0.10 -0.11 0.02
C 4.141479 2.043728 1.110659 -0.28 0.02 0.30
C 3.035551 1.949924 1.979462 0.50 0.13 -0.07
C 1.881035 1.347394 1.575332 -0.40 -0.30 -0.50
N 1.707853 0.804636 0.321879 1.12 0.10 -0.04
H 4.818071 1.468394 -0.857701 -0.03 -0.02 -0.01
H 5.054089 2.533133 1.419590 -0.01 0.00 0.00
H 3.086227 2.349211 2.984312 0.00 0.00 -0.01
H 1.031631 1.267148 2.238985 -0.07 0.00 0.04
N 0.755305 10.664457 -3.032707 0.01 0.06 -0.04
C 0.551199 9.628520 -2.582401 -0.08 -0.59 0.27
C 0.287703 8.319532 -2.001337 0.15 0.72 -0.34
C -0.927390 8.084420 -1.377618 -0.28 -0.21 0.20
C -1.192279 6.839882 -0.824025 -0.12 0.40 -0.13
C -0.230939 5.848576 -0.893485 -0.13 -0.66 0.36
C 0.989198 6.077495 -1.507227 0.27 0.28 -0.14
C 1.246574 7.318668 -2.069647 0.10 -0.29 0.05
N -0.501549 4.566149 -0.325464 -0.07 0.47 -0.13
C -1.391605 4.259277 0.686228 0.17 0.09 -0.04
C -1.352851 2.911726 0.824868 0.17 -0.24 -0.19
N -0.469668 2.372516 -0.104881 -0.57 0.56 0.35
C 0.018157 3.393911 -0.758251 0.37 0.17 -0.21
H -1.672126 8.867356 -1.329812 0.02 -0.01 -0.01
H -2.152758 6.650774 -0.364516 0.03 -0.03 -0.01
H 1.756162 5.315202 -1.527390 -0.04 -0.02 0.02
H 2.198377 7.509924 -2.546418 -0.03 0.00 0.00
H -1.920673 5.015068 1.238603 0.02 -0.02 -0.02
H -1.891646 2.283714 1.511790 -0.02 -0.01 -0.01
H 0.721888 3.328888 -1.572927 -0.03 0.01 -0.03
```
Positions in Å, forces in eV/Å.

## Properties
Frontier orbital gap (spin up / spin down): 4.8 / 4.7 eV
Maximum force: 1.13 eV/A
Calculated total energy: -3024.6084 a.u.
Highest occupied orbital energy (spin up / spin down): -0.191 / -0.191 hartree
E_LUMO (spin up / spin down): -0.5 / -0.5 eV
Net charge: 0

These are the Löwdin partial charges, in e, on atoms 1 to 2:
1 Ti 0.83
2 C -0.08

***

# 4
The following is a DFT calculation (ωB97M-V/def2-TZVPD) of a cluster of 2 separate species, C5H10N3P in total in a non-equilibrium geometry.

The geometry in XYZ format:
```
19
Properties=species:S:1:pos:R:3:forces:R:3
C 0.583368 0.348552 0.406750 -0.61 -0.63 -0.18
C 1.429947 0.276242 -0.693324 -0.89 0.21 0.40
C 0.505051 1.446157 1.376988 -2.18 0.15 -1.39
C 2.598679 1.058352 -1.008763 2.20 1.95 -1.64
C -3.391644 -1.383888 -0.165509 -0.01 -1.34 -0.69
N -0.266578 -0.690335 0.372972 0.60 0.35 0.24
N 0.088698 -1.302804 -0.739562 -1.02 -1.83 -0.86
N 1.029340 -0.733227 -1.416366 1.41 -1.19 -1.39
P -2.798537 -2.424965 0.973552 -0.36 0.13 -0.24
H 1.138773 2.223014 1.031773 0.83 0.76 0.14
H -0.544259 1.852119 1.289369 1.00 -0.37 0.73
H 0.756743 1.052473 2.312674 0.18 0.09 1.76
H 3.083682 0.739653 -1.942040 -0.55 -0.30 -0.01
H 2.465881 2.164180 -1.213311 -0.16 -1.10 0.74
H 3.434046 0.906658 -0.316754 -0.41 0.30 0.43
H -3.669819 -1.513607 -1.201866 0.10 -0.72 -0.05
H -0.209674 -2.250178 -1.090935 -0.13 1.75 1.08
H -3.467778 -0.391988 0.101051 -0.28 2.12 0.59
H -2.765928 -1.376409 1.923299 0.27 -0.31 0.35
```
Positions in Å, forces in eV/Å.

## Properties
Energy relative to the best compared isomer or geometry (same formula, charge and spin): 149.6 kJ/mol
Frontier orbital gap: 9.8 eV
Maximum force: 3.37 eV/A
Calculated total energy: -702.0407 a.u.
Highest occupied orbital energy: -0.343 hartree
E_LUMO: 0.5 eV
Net charge: 0

These are the Löwdin partial charges, in e, on atoms 1 to 2:
1 C -0.31
2 C -0.35

***

# 5
The following is a DFT calculation (ωB97M-V/def2-TZVPD) of a cluster of 2 separate species, CH7N8 in total in a non-equilibrium geometry.

The geometry in XYZ format:
```
16
Properties=species:S:1:pos:R:3:forces:R:3
C -1.302002 -0.664952 -0.148044 1.35 0.18 1.21
N 3.487492 -1.568556 -0.614433 -1.81 1.74 1.45
N -0.046322 -0.260435 0.131813 0.17 1.47 -1.41
N 2.793797 -0.899426 -0.065272 2.15 -2.09 -1.66
N -2.082717 0.037114 -0.899194 -3.21 0.01 -1.27
N -1.720735 -1.722325 0.503707 -3.63 -1.46 1.58
N 1.039119 1.587214 -0.269084 1.64 1.58 -0.23
N 1.561129 1.357743 0.940365 0.77 1.28 0.31
N 0.219304 0.767232 -0.727061 0.02 -0.39 -0.41
H -1.712681 0.845237 -1.341610 0.10 0.58 -0.27
H -3.037563 -0.267203 -1.168060 1.26 0.16 0.38
H -1.118783 -2.436874 0.792144 1.47 -0.59 0.44
H -2.646322 -1.817041 1.014314 1.45 0.58 -1.61
H 1.045836 0.540730 1.255370 0.41 -0.10 1.25
H 1.428346 2.409653 -0.856117 -1.17 -1.94 1.01
H 2.092095 2.091889 1.451166 -0.97 -0.99 -0.75
```
Positions in Å, forces in eV/Å.

## Properties
Energy relative to the best compared isomer or geometry (same formula, charge and spin): 0.0 kJ/mol
Frontier orbital gap: 9.3 eV
Maximum force: 4.22 eV/A
Calculated total energy: -480.0690 a.u.
Highest occupied orbital energy: -0.488 hartree
E_LUMO: -3.9 eV
Net charge: +1

These are the Löwdin partial charges, in e, on atoms 1 to 2:
1 C -0.52
2 N 0.07

***

# 6
The following is a DFT calculation (ωB97M-V/def2-TZVPD) of a cluster of 2 separate species, C2H7NO in total in a non-equilibrium geometry.

The geometry in XYZ format:
```
11
Properties=species:S:1:pos:R:3:forces:R:3
C -0.403158 0.540610 0.886259 0.16 1.03 -3.11
C 1.906987 0.757317 0.737493 1.08 -0.99 -4.24
N 0.847908 1.106675 0.071150 0.78 -2.51 1.15
H -0.679685 1.176093 1.672173 0.19 0.55 1.78
H -1.352348 0.622361 0.249533 1.62 -0.37 0.30
H -0.153038 -0.504206 1.084102 -0.47 0.42 0.36
H 3.040796 0.216036 0.346388 -3.20 2.78 0.37
H 1.818912 0.629776 1.737705 -0.17 -0.91 3.38
H -1.962641 -1.109369 -1.586928 1.11 -2.20 -1.81
H -1.465224 -1.537552 -3.046904 -0.12 -0.06 0.65
O -1.598506 -1.897745 -2.150975 -0.97 2.26 1.17
```
Positions in Å, forces in eV/Å.

## Properties
Energy relative to the best compared isomer or geometry (same formula, charge and spin): 321.8 kJ/mol
Frontier orbital gap: 10.0 eV
Maximum force: 4.49 eV/A
Calculated total energy: -210.2762 a.u.
Highest occupied orbital energy: -0.347 hartree
E_LUMO: 0.6 eV
Net charge: 0

These are the Löwdin partial charges, in e, on atoms 1 to 2:
1 C -0.10
2 C -0.14